Record 1
Below is 10 unconnected molecules or ions with the total composition C45H55F40N5O5, with properties calculated with ωB97M-V/def2-TZVPD.

Structure (XYZ):
```
150
Properties=species:S:1:pos:R:3:forces:R:3:lowdin_charge:R:1
C -1.884 -0.006 -3.909 -0.2 1.2 -3.4 -0.03
C -1.396 -0.044 -2.511 -1.4 -0.8 -0.8 -0.50
C -1.014 -1.490 -2.167 2.2 -0.8 0.2 -0.32
F -1.969 -2.433 -2.152 -0.9 0.8 0.5 0.11
F -0.152 -1.929 -3.108 0.6 0.1 -1.3 0.09
F -0.347 0.748 -2.274 0.4 0.2 0.2 0.14
F -2.413 0.320 -1.728 -0.6 0.4 1.4 0.13
O -2.539 1.249 -4.308 -0.3 -0.2 -0.5 0.02
C -3.219 1.217 -5.558 0.4 -0.2 1.9 -0.55
C -3.744 2.627 -5.891 -1.4 -0.5 1.4 -0.34
F -2.863 3.383 -6.475 1.9 0.8 -0.8 0.15
F -4.775 2.496 -6.747 -0.4 -0.2 -0.1 0.11
F -2.520 0.750 -6.565 1.8 -0.1 -0.9 0.19
F -4.215 0.337 -5.473 -1.3 -0.3 0.6 0.15
H -2.539 -0.850 -4.124 -0.1 0.0 0.3 0.15
H -1.064 -0.046 -4.627 0.4 -0.6 0.4 0.15
H -0.360 -1.531 -1.296 -0.8 0.2 0.9 0.13
H -4.066 3.116 -4.971 -0.3 0.0 0.1 0.17
C 1.919 -1.450 9.650 0.1 1.3 0.6 -0.06
C 0.414 -1.875 9.572 2.2 -0.6 -2.3 -0.46
C 0.219 -3.060 8.543 -0.9 1.4 -0.1 -0.33
F 1.072 -4.014 8.812 1.0 -1.5 0.7 0.14
F -1.049 -3.532 8.601 -0.3 -0.2 0.5 0.08
F 0.031 -2.152 10.801 -0.5 -0.5 0.7 0.17
F -0.324 -0.864 9.087 -0.5 0.7 -0.1 0.12
O 2.509 -1.198 8.384 1.9 -1.1 -1.6 -0.03
C 3.961 -1.148 8.305 -3.1 -1.6 0.7 -0.43
C 4.264 -0.844 6.828 0.8 2.4 -1.2 -0.32
F 5.568 -0.860 6.518 1.2 -0.5 1.0 0.10
F 3.721 -1.593 5.844 -1.1 -0.6 1.0 0.09
F 4.312 -0.159 9.163 0.8 -0.8 -0.9 0.15
F 4.530 -2.338 8.668 -0.4 1.3 0.1 0.15
H 2.509 -2.117 10.279 -0.2 -0.3 -0.2 0.15
H 1.954 -0.455 10.094 -0.5 -0.2 0.8 0.14
H 0.344 -2.799 7.492 0.4 0.7 0.1 0.15
H 4.020 0.206 6.671 -0.9 0.0 0.0 0.15
C 1.747 -5.300 0.058 -0.4 0.7 -1.5 -0.02
C 1.641 -3.701 0.096 2.3 -2.2 3.1 -0.48
C 2.716 -3.235 1.108 1.7 0.5 -2.2 -0.37
F 2.761 -1.912 1.375 -0.5 1.3 -1.0 0.08
F 2.693 -3.745 2.294 -1.2 -2.2 2.6 0.14
F 1.927 -3.192 -1.071 0.0 0.7 -1.4 0.18
F 0.448 -3.280 0.518 -1.5 0.0 0.0 0.12
O 3.035 -5.720 -0.457 0.3 -0.5 -0.5 -0.01
C 3.014 -6.720 -1.495 -1.0 1.8 2.3 -0.47
C 4.447 -7.289 -1.701 0.3 -1.0 0.5 -0.30
F 4.464 -8.296 -2.598 -0.8 0.0 -0.4 0.10
F 5.338 -6.396 -2.115 -0.1 1.0 -0.1 0.13
F 2.194 -7.707 -1.045 0.4 -0.3 -0.5 0.13
F 2.423 -6.158 -2.540 0.3 -0.4 -0.8 0.18
H 0.962 -5.522 -0.664 -0.1 -0.5 0.0 0.14
H 1.554 -5.802 1.007 0.0 0.4 0.1 0.13
H 3.646 -3.569 0.648 0.4 0.4 -0.2 0.16
H 4.807 -7.744 -0.779 -0.3 0.3 0.4 0.17
C -4.958 -2.607 7.064 0.5 0.1 0.5 -0.06
C -4.164 -1.533 6.306 0.1 -1.4 0.7 -0.45
C -3.824 -0.303 7.137 -3.4 0.5 0.1 -0.38
F -3.271 -0.624 8.281 1.0 -0.8 1.1 0.15
F -3.059 0.571 6.503 1.4 0.6 -1.2 0.11
F -2.976 -2.073 5.963 1.0 -0.6 -0.7 0.10
F -4.813 -1.227 5.170 -0.1 0.7 -0.2 0.12
O -6.011 -1.935 7.744 -1.7 -1.7 0.6 0.00
C -7.235 -2.704 7.805 1.5 0.6 1.0 -0.47
C -8.082 -2.158 9.017 -1.7 1.3 -0.9 -0.29
F -9.224 -2.857 9.316 1.0 -0.6 -0.6 0.08
F -7.407 -1.995 10.145 0.9 -0.4 0.2 0.13
F -7.824 -2.485 6.634 -0.9 -0.2 -0.1 0.17
F -7.047 -4.039 7.930 0.3 0.7 -0.1 0.15
H -4.313 -3.107 7.787 0.2 0.3 0.2 0.15
H -5.279 -3.424 6.417 -0.2 0.4 -0.5 0.14
H -4.772 0.192 7.348 -0.2 0.2 0.1 0.17
H -8.485 -1.199 8.692 0.4 0.4 -0.1 0.17
C -0.519 -7.190 3.041 -1.0 0.7 0.5 -0.08
C 0.307 -6.694 4.286 -1.4 0.5 -3.7 -0.49
C -0.296 -5.368 4.801 -0.2 -3.7 1.7 -0.36
F 0.554 -4.859 5.704 0.4 1.0 0.1 0.11
F -0.532 -4.578 3.791 0.0 1.9 -1.3 0.11
F 0.358 -7.628 5.194 0.0 -0.8 1.5 0.19
F 1.525 -6.482 3.792 1.8 0.5 0.1 0.14
O 0.149 -8.227 2.404 1.0 -1.9 -0.3 0.02
C -0.524 -9.027 1.477 0.9 1.0 2.1 -0.50
C 0.427 -10.151 0.969 0.5 0.8 -0.5 -0.32
F 0.843 -10.976 1.933 -0.1 0.3 0.6 0.13
F -0.237 -10.860 0.076 -1.4 -1.0 -0.9 0.12
F -1.625 -9.531 2.063 -0.1 -0.2 -0.5 0.16
F -0.898 -8.230 0.463 -0.4 -0.3 -0.6 0.15
H -0.669 -6.423 2.281 0.1 0.6 0.4 0.12
H -1.505 -7.446 3.428 -0.2 -0.4 -0.1 0.15
H -1.218 -5.662 5.301 -0.3 0.5 0.1 0.17
H 1.269 -9.774 0.388 0.4 0.6 0.7 0.16
C -2.620 3.212 1.758 -0.3 0.6 0.1 -0.10
C -2.803 2.954 3.258 -0.5 0.3 0.1 -0.22
C -4.032 2.065 3.641 0.5 0.1 -0.1 -0.15
C -3.996 0.813 2.925 -0.3 -1.5 -1.4 -0.22
N -4.012 -0.172 2.309 0.5 0.9 0.7 0.20
H -2.374 2.360 1.125 -0.1 -0.1 0.1 0.05
H -1.896 4.008 1.584 0.5 -0.3 0.2 0.07
H -3.510 3.723 1.391 -0.4 -0.5 -0.2 0.08
H -2.976 3.942 3.683 0.0 -0.1 0.3 0.11
H -1.907 2.566 3.743 0.1 -0.1 -0.1 0.10
H -4.996 2.531 3.438 0.1 0.2 -0.2 0.13
H -4.065 1.742 4.681 0.3 0.5 0.3 0.10
C 6.068 -1.967 2.473 0.2 0.6 -0.7 -0.09
C 6.758 -0.579 2.424 -1.0 -0.1 0.4 -0.20
C 5.705 0.528 2.074 0.3 0.1 -0.5 -0.17
C 4.681 0.817 3.085 0.9 -0.6 -0.7 -0.21
N 3.894 1.051 3.879 -0.7 0.1 0.6 0.17
H 6.753 -2.759 2.778 -0.1 0.1 0.2 0.08
H 5.723 -2.230 1.473 -0.1 0.0 -0.1 0.06
H 5.181 -1.922 3.105 0.1 -0.2 0.3 0.06
H 7.569 -0.545 1.697 -0.2 0.0 -0.1 0.11
H 7.199 -0.418 3.407 0.0 0.4 0.0 0.11
H 5.207 0.289 1.134 -0.4 -0.6 0.1 0.09
H 6.089 1.499 1.762 0.7 0.1 0.5 0.12
C 2.627 0.947 -0.679 -0.5 0.5 -0.2 -0.10
C 2.312 2.116 0.261 0.2 0.6 -1.0 -0.24
C 1.108 3.012 -0.191 0.6 -0.2 0.8 -0.18
C 1.335 3.677 -1.473 -0.4 -1.7 2.5 -0.25
N 1.506 4.193 -2.459 0.5 1.4 -2.6 0.17
H 1.771 0.280 -0.786 0.2 -0.5 0.6 0.04
H 3.558 0.480 -0.359 -0.3 -0.4 -0.1 0.05
H 2.726 1.249 -1.721 0.4 0.5 0.0 0.08
H 3.167 2.792 0.264 0.2 0.1 -0.1 0.11
H 2.275 1.799 1.303 -0.7 -0.1 0.0 0.08
H 1.030 3.814 0.543 -0.2 0.0 0.1 0.11
H 0.150 2.494 -0.219 0.1 -0.1 -0.1 0.08
C 0.835 -0.168 4.735 -0.8 -0.4 -1.1 -0.03
C 0.233 -1.534 4.284 1.5 0.5 1.3 -0.12
C -1.024 -1.225 3.348 0.0 1.5 -2.0 -0.07
C -0.621 -0.562 2.093 -0.9 -0.5 1.9 0.00
N -0.382 -0.054 1.049 0.1 -0.2 0.3 0.39
H 1.284 0.269 3.843 0.1 0.4 0.1 0.06
H 1.602 -0.290 5.499 0.0 -0.5 0.1 0.08
H 0.082 0.500 5.154 0.0 0.1 0.0 0.09
H -0.101 -2.082 5.165 -0.3 -0.3 -0.4 0.10
H 0.992 -2.089 3.734 -0.3 -0.3 -0.1 0.11
H -1.750 -0.663 3.935 0.2 0.5 -0.2 0.11
H -1.552 -2.105 2.981 0.4 -1.0 0.2 0.12
C -3.083 -4.811 0.187 0.2 0.0 -0.7 -0.10
C -3.446 -3.456 0.710 -0.9 0.7 1.0 -0.26
C -4.604 -3.512 1.776 0.5 -0.2 -0.5 -0.16
C -4.135 -4.219 2.971 0.0 0.2 1.2 -0.22
N -3.801 -4.728 3.956 -0.1 0.4 -1.0 0.16
H -3.969 -5.273 -0.247 0.1 -0.2 0.0 0.09
H -2.645 -5.475 0.932 -0.1 0.0 0.1 0.06
H -2.347 -4.661 -0.603 0.0 -0.3 -0.1 0.07
H -3.683 -2.742 -0.078 -0.5 -0.3 -0.2 0.10
H -2.579 -2.968 1.157 0.2 -0.1 0.4 0.07
H -5.490 -4.068 1.468 0.2 -0.2 -0.6 0.12
H -5.008 -2.524 1.998 0.5 0.1 0.4 0.08
```
Positions in Å, forces in eV/Å.

Values from the calculation:
spin multiplicity	2
frontier orbital gap (alpha / beta)	10.31 / 3.07	eV
maximum force	0.087	hartree/bohr
total energy	-173931.0009	eV
HOMO energy (alpha / beta)	-13.57 / -13.56	eV
⟨S²⟩	0.7637
net charge	+1

Record 2
Below is a molecular structure, C3H5O3Sc, with properties calculated with ωB97M-V/def2-TZVPD.

Structure (XYZ):
```
12
Properties=species:S:1:pos:R:3:forces:R:3:lowdin_charge:R:1
H -1.341 -0.128 1.385 -0.1 -0.1 -0.1 0.17
C -1.543 -0.396 0.337 4.9 0.6 0.8 -0.01
C -0.315 -0.824 -0.496 -2.0 -1.4 4.9 -0.06
O 0.967 -0.514 0.042 -1.0 0.1 -1.5 0.14
C 1.413 0.686 0.191 1.6 0.3 -1.0 -0.21
O 2.682 0.657 0.377 -1.3 0.0 -0.1 0.28
H -2.204 -1.266 0.414 -2.1 0.9 -1.1 0.19
H -1.350 -1.139 -1.169 1.6 0.5 -1.5 0.36
H 3.107 1.505 0.184 0.8 0.3 0.5 0.18
Sc 0.041 2.474 -0.235 -2.5 -2.3 -0.5 1.95
O -1.252 0.868 -0.498 0.0 2.2 0.5 -0.22
H -0.203 -1.922 -0.533 0.2 -1.2 -0.9 0.23
```
Positions in Å, forces in eV/Å.

Values from the calculation:
spin multiplicity	2
frontier orbital gap (alpha / beta)	8.00 / 7.12	eV
maximum force	0.106	hartree/bohr
total energy	-29990.4973	eV
energy relative to the best compared isomer or geometry (same formula, charge and spin)	236.43	kJ/mol
HOMO energy (alpha / beta)	-24.96 / -24.85	eV
⟨S²⟩	0.7565
net charge	+3

Record 3
Below is 2 unconnected molecules or ions with the total composition C9H10BrClO2, with properties calculated with ωB97M-V/def2-TZVPD.

Structure (XYZ):
```
23
Properties=species:S:1:pos:R:3:forces:R:3:lowdin_charge:R:1
C 1.857 -1.703 1.931 2.4 2.5 0.7 0.00
C 1.683 -0.888 0.869 1.6 -0.2 1.3 -0.25
C 0.401 -0.663 0.241 0.0 -0.1 0.2 -0.25
C 0.226 -1.263 -1.082 3.7 -0.9 1.8 -0.45
C 1.448 -2.074 -1.578 0.6 1.2 -1.1 0.00
O -0.797 -1.171 -1.618 -4.0 -0.1 -3.5 0.12
C -0.598 0.030 0.801 2.2 -0.2 0.7 -0.65
Br -0.184 0.953 2.425 -0.3 0.3 0.3 0.84
O -1.773 0.107 0.304 -1.5 0.0 -0.3 -0.12
C -2.631 1.128 0.701 -4.5 0.2 0.6 -0.15
H 1.016 -1.968 2.516 -0.9 -0.9 0.1 0.04
H 2.829 -1.666 2.574 -1.5 -0.4 -1.7 0.10
H 2.506 -0.319 0.376 -0.3 -0.8 0.7 0.12
H 2.376 -1.536 -1.217 -0.9 -1.0 -0.5 0.07
H 1.497 -2.094 -2.720 -0.3 -0.3 1.6 0.10
H 1.401 -3.070 -1.108 0.2 0.3 -0.4 0.09
H -3.610 1.022 0.014 2.2 0.0 1.6 0.14
H -2.249 2.114 0.422 0.2 -0.1 0.7 0.05
H -3.028 0.989 1.855 1.3 0.6 -2.9 0.13
C -0.161 3.393 -0.975 1.8 0.8 3.6 0.01
C -0.887 2.929 -1.787 -0.3 -0.6 -0.9 -0.78
Cl -1.700 2.138 -2.941 -0.5 -0.2 -0.6 0.75
H 0.379 3.613 -0.005 -0.9 -0.1 -2.1 0.07
```
Positions in Å, forces in eV/Å.

Values from the calculation:
frontier orbital gap	9.21	eV
structure (SMILES)	C=C/C(C(C)=O)=C(\Br)OC.C#CCl
maximum force	0.103	hartree/bohr
total energy	-96149.2899	eV
energy relative to the best compared isomer or geometry (same formula, charge and spin)	275.07	kJ/mol
HOMO energy	-8.71	eV
net charge	0